Entry 1:
{
  "formula": "C35H38GeNOPdSi",
  "method": "wB97M-V/def2-TZVPD",
  "homo_lumo_gap_ev": [5.4, 5.4],
  "charge": -1,
  "e_lumo_ev": [2.64, 2.64],
  "de_lowest_kcal_mol": 0.0,
  "species": ["Pd", "O", "C", "C", "C", "C", "C", "C", "C", "C", "N", "H", "H", "H", "H", "H", "H", "H", "H", "H", "H", "H", "C", "Si", "C", "C", "C", "C", "C", "C", "C", "H", "H", "H", "H", "H", "H", "H", "H", "H", "H", "H", "C", "Ge", "C", "C", "C", "C", "C", "C", "C", "C", "C", "C", "C", "C", "C", "C", "C", "C", "C", "C", "H", "H", "H", "H", "H", "H", "H", "H", "H", "H", "H", "H", "H", "H", "H", "H"],
  "positions_angstrom": [[0.20, -0.45, -1.19], [-2.22, -2.66, -1.83], [-1.25, -3.32, -2.64], [-1.19, -2.76, -4.06], [-0.72, -1.31, -4.20], [0.78, -1.17, -4.12], [1.54, -1.14, -5.29], [2.92, -1.05, -5.21], [3.52, -1.00, -3.96], [2.70, -1.03, -2.85], [1.36, -1.09, -2.92], [-1.82, -1.90, -1.35], [-1.59, -4.36, -2.71], [-0.26, -3.32, -2.17], [-2.19, -2.86, -4.49], [-0.53, -3.40, -4.66], [-1.20, -0.68, -3.44], [-1.03, -0.94, -5.18], [1.04, -1.18, -6.24], [3.51, -1.00, -6.12], [4.59, -0.92, -3.84], [3.11, -0.98, -1.85], [-0.37, 3.09, -1.16], [0.89, 1.72, -0.82], [1.65, 2.11, 0.87], [2.31, 2.10, -2.05], [2.04, 2.40, -3.39], [3.05, 2.64, -4.31], [4.38, 2.60, -3.91], [4.68, 2.30, -2.59], [3.66, 2.06, -1.68], [0.02, 4.06, -0.84], [-1.29, 2.89, -0.60], [-0.63, 3.16, -2.22], [2.29, 3.00, 0.84], [2.25, 1.27, 1.23], [0.85, 2.28, 1.59], [1.01, 2.42, -3.73], [2.80, 2.87, -5.34], [5.17, 2.79, -4.62], [5.71, 2.25, -2.26], [3.91, 1.82, -0.65], [-1.10, -0.08, 0.17], [-1.22, -0.23, 2.04], [-1.34, 1.50, 3.04], [-0.54, 1.88, 4.11], [-0.63, 3.15, 4.67], [-1.55, 4.06, 4.18], [-2.38, 3.69, 3.12], [-2.27, 2.43, 2.56], [-2.96, -1.07, 2.48], [-3.50, -0.96, 3.77], [-4.71, -1.55, 4.09], [-5.42, -2.26, 3.13], [-4.90, -2.38, 1.84], [-3.68, -1.78, 1.53], [0.12, -1.33, 2.98], [-0.21, -2.63, 3.38], [0.69, -3.42, 4.07], [1.96, -2.94, 4.38], [2.31, -1.65, 3.99], [1.40, -0.86, 3.30], [-1.98, 0.45, -0.23], [0.18, 1.18, 4.52], [0.01, 3.43, 5.50], [-1.63, 5.05, 4.61], [-3.10, 4.40, 2.73], [-2.91, 2.16, 1.73], [-2.96, -0.40, 4.53], [-5.11, -1.46, 5.09], [-6.37, -2.73, 3.37], [-5.44, -2.93, 1.08], [-3.27, -1.88, 0.53], [-1.19, -3.02, 3.15], [0.41, -4.43, 4.36], [2.66, -3.55, 4.93], [3.29, -1.26, 4.22], [1.70, 0.13, 2.99]],
  "mulliken_charge": [-0.79, -0.46, -0.64, -0.53, -1.11, 0.82, -0.63, -0.51, -0.58, -0.56, 0.39, 0.06, 0.40, 0.24, 0.36, 0.36, 0.22, 0.48, 0.40, 0.38, 0.44, 0.41, -1.26, 0.66, -1.03, 0.36, -0.13, -0.72, -0.43, -0.69, -0.02, 0.38, 0.25, 0.29, 0.62, 0.13, 0.06, 0.24, 0.37, 0.38, 0.36, 0.30, -0.52, 1.40, -0.32, 0.15, -0.62, -0.39, -0.72, -0.36, -0.61, -0.12, -0.66, -0.36, -0.56, -0.19, -0.17, -0.20, -0.67, -0.41, -0.79, 0.06, 0.53, 0.36, 0.38, 0.36, 0.37, 0.35, 0.33, 0.37, 0.35, 0.43, 0.26, 0.36, 0.39, 0.36, 0.40, 0.15]
}

Entry 2:
{
  "formula": "C35H38N4O7SiTi",
  "method": "wB97M-V/def2-TZVPD",
  "homo_lumo_gap_ev": [5.4, 8.4],
  "spin_multiplicity": 3,
  "e_lumo_ev": [-0.28, -0.29],
  "de_lowest_kcal_mol": 15.7,
  "species": ["Ti", "O", "C", "C", "C", "C", "C", "C", "C", "O", "N", "O", "O", "H", "H", "H", "H", "C", "C", "C", "C", "Si", "O", "C", "C", "C", "C", "C", "C", "C", "C", "C", "C", "C", "C", "H", "H", "H", "H", "H", "H", "H", "H", "H", "H", "H", "H", "H", "H", "H", "H", "H", "H", "H", "C", "N", "C", "C", "O", "N", "C", "N", "H", "H", "H", "H", "H", "H", "H", "C", "C", "O", "C", "C", "C", "C", "C", "C", "H", "H", "H", "H", "H", "H", "H", "H"],
  "positions_angstrom": [[0.51, -0.16, -0.14], [-1.27, -0.43, 0.41], [-1.67, -1.16, 1.45], [-0.85, -2.08, 2.13], [-1.37, -2.80, 3.22], [-0.58, -3.70, 3.89], [0.74, -3.95, 3.53], [1.26, -3.26, 2.45], [0.50, -2.33, 1.75], [1.05, -1.69, 0.70], [-1.16, -4.43, 5.03], [-2.34, -4.28, 5.27], [-0.46, -5.27, 5.57], [-2.71, -1.05, 1.76], [-2.39, -2.64, 3.54], [1.32, -4.67, 4.08], [2.28, -3.43, 2.13], [0.84, 0.38, -5.91], [1.07, 0.43, -4.39], [2.56, 0.20, -4.08], [0.65, 1.81, -3.87], [0.09, -0.88, -3.46], [0.18, -0.60, -1.85], [-1.74, -0.74, -3.88], [-2.26, -1.02, -5.16], [-3.62, -0.89, -5.42], [-4.49, -0.48, -4.42], [-3.99, -0.22, -3.14], [-2.63, -0.35, -2.88], [0.73, -2.61, -3.77], [1.07, -3.40, -2.67], [1.50, -4.71, -2.84], [1.60, -5.26, -4.11], [1.27, -4.48, -5.22], [0.83, -3.18, -5.04], [1.46, 1.14, -6.40], [-0.20, 0.60, -6.16], [1.10, -0.59, -6.34], [3.16, 0.98, -4.57], [2.90, -0.77, -4.45], [2.76, 0.25, -3.01], [1.33, 2.58, -4.25], [0.67, 1.85, -2.78], [-0.37, 2.06, -4.21], [-1.60, -1.34, -5.95], [-4.00, -1.10, -6.41], [-5.55, -0.39, -4.62], [-4.67, 0.08, -2.35], [-2.26, -0.19, -1.87], [1.00, -2.99, -1.67], [1.75, -5.31, -1.97], [1.93, -6.28, -4.24], [1.34, -4.90, -6.22], [0.57, -2.60, -5.92], [-2.14, 5.02, 0.44], [-1.33, 3.82, 0.45], [-0.62, 3.31, 1.61], [-0.04, 2.04, 1.04], [0.60, 1.17, 1.61], [-0.36, 1.94, -0.27], [-1.18, 2.95, -0.56], [-1.76, 3.08, -1.74], [-1.70, 5.75, 1.12], [-3.17, 4.83, 0.74], [-2.14, 5.47, -0.56], [-1.29, 3.09, 2.44], [0.17, 3.99, 1.95], [-1.68, 2.30, -2.38], [-2.52, 3.72, -1.87], [4.28, -0.32, 0.29], [3.45, 0.77, -0.31], [2.15, 0.53, -0.45], [3.97, 2.01, -0.75], [5.35, 2.29, -0.74], [5.84, 3.50, -1.19], [4.98, 4.48, -1.67], [3.60, 4.23, -1.68], [3.11, 3.03, -1.23], [3.64, -1.02, 0.81], [5.02, 0.08, 0.99], [4.83, -0.87, -0.48], [6.05, 1.54, -0.38], [6.91, 3.68, -1.18], [5.37, 5.43, -2.03], [2.92, 4.99, -2.05], [2.04, 2.83, -1.25]],
  "mulliken_charge": [0.33, -0.52, -0.87, 1.53, -0.88, -0.31, -0.63, -0.57, -0.05, -0.48, 1.00, -0.62, -0.63, 0.27, 0.53, 0.50, 0.46, -1.94, 2.47, -1.81, -1.08, -2.27, 2.22, 0.76, -0.42, -0.78, -0.57, -0.94, 0.01, 1.25, -0.35, -0.83, -0.52, -0.75, -0.44, 0.49, 0.39, 0.32, 0.48, 0.31, 0.27, 0.61, -0.37, 0.22, 0.26, 0.42, 0.38, 0.46, 0.58, 0.42, 0.45, 0.38, 0.41, 0.01, -1.11, 0.05, -0.52, 0.43, -0.55, 0.95, 0.12, -0.22, 0.36, 0.32, 0.39, 0.38, 0.37, -0.14, 0.28, -1.51, 0.14, -0.25, 1.05, -0.93, -0.68, -0.55, -0.88, 0.32, 0.04, 0.47, 0.35, 0.37, 0.38, 0.39, 0.40, 0.21]
}

Entry 3:
{
  "formula": "C35H38N6NaS2",
  "method": "wB97M-V/def2-TZVPD",
  "homo_lumo_gap_ev": 5.4,
  "charge": -1,
  "e_lumo_ev": 1.94,
  "de_lowest_kcal_mol": 7.5,
  "species": ["Na", "C", "C", "C", "C", "C", "C", "C", "N", "N", "C", "C", "C", "C", "C", "C", "N", "C", "C", "C", "C", "C", "C", "N", "H", "H", "H", "H", "H", "H", "H", "H", "H", "H", "H", "H", "H", "H", "H", "H", "H", "H", "H", "H", "C", "N", "C", "C", "N", "C", "C", "C", "C", "C", "C", "C", "S", "C", "C", "C", "C", "C", "C", "S", "H", "H", "H", "H", "H", "H", "H", "H", "H", "H", "H", "H", "H", "H", "H", "H", "H", "H"],
  "positions_angstrom": [[0.64, 1.03, -0.34], [2.66, -1.13, 0.29], [2.68, -0.68, 1.76], [1.37, -0.33, 2.42], [1.21, -0.59, 3.78], [0.09, -0.11, 4.43], [-0.83, 0.65, 3.72], [-0.60, 0.85, 2.38], [0.47, 0.37, 1.74], [2.71, -0.08, -0.74], [3.83, 0.84, -0.56], [3.48, 2.21, -0.01], [4.30, 3.30, -0.31], [4.01, 4.52, 0.28], [2.92, 4.61, 1.13], [2.15, 3.48, 1.34], [2.43, 2.30, 0.79], [2.90, -0.73, -2.06], [1.92, -1.78, -2.52], [1.99, -3.11, -2.09], [1.16, -4.05, -2.68], [0.30, -3.65, -3.69], [0.29, -2.31, -4.04], [1.08, -1.40, -3.48], [1.76, -1.74, 0.15], [3.54, -1.79, 0.16], [3.33, 0.19, 1.88], [3.11, -1.50, 2.33], [1.95, -1.18, 4.31], [-0.07, -0.32, 5.48], [-1.72, 1.04, 4.19], [-1.28, 1.44, 1.78], [4.34, 0.99, -1.52], [4.58, 0.40, 0.11], [5.14, 3.19, -0.99], [4.63, 5.38, 0.07], [2.65, 5.55, 1.59], [1.29, 3.50, 1.99], [3.90, -1.20, -2.08], [2.88, 0.05, -2.82], [2.67, -3.40, -1.30], [1.19, -5.08, -2.35], [-0.35, -4.36, -4.18], [-0.39, -1.94, -4.81], [-2.17, -2.97, -1.09], [-1.82, -1.91, -0.16], [-2.56, -0.70, -0.49], [-2.02, -0.11, -1.79], [-1.43, 1.23, -1.72], [-0.93, 1.58, -3.05], [-2.30, 2.26, -1.24], [-3.69, 2.13, -1.28], [-4.53, 3.13, -0.81], [-3.97, 4.30, -0.31], [-2.60, 4.46, -0.30], [-1.73, 3.46, -0.76], [-0.01, 3.73, -0.74], [-1.88, -2.37, 1.19], [-2.88, -1.94, 2.06], [-2.94, -2.38, 3.37], [-1.99, -3.27, 3.84], [-1.00, -3.73, 2.98], [-0.90, -3.30, 1.65], [0.41, -3.91, 0.66], [-1.56, -3.85, -0.87], [-1.96, -2.66, -2.11], [-3.24, -3.24, -1.00], [-2.45, 0.03, 0.32], [-3.64, -0.93, -0.60], [-2.79, -0.12, -2.58], [-1.21, -0.77, -2.12], [-1.76, 1.64, -3.77], [-0.21, 0.83, -3.39], [-0.44, 2.55, -3.00], [-4.13, 1.22, -1.67], [-5.60, 2.99, -0.83], [-4.62, 5.09, 0.06], [-2.16, 5.38, 0.08], [-3.63, -1.24, 1.71], [-3.73, -2.01, 4.02], [-2.02, -3.61, 4.87], [-0.25, -4.42, 3.34]],
  "mulliken_charge": [0.92, -0.58, -1.10, 0.46, -0.94, -0.62, -1.01, -0.48, 1.16, 1.19, -1.74, 0.85, -0.93, -0.47, -0.71, -0.39, 0.38, -1.36, 0.38, -0.37, -0.31, -0.50, -0.28, -0.38, -0.53, 0.59, 0.27, 0.57, 0.47, 0.37, 0.50, 0.34, 0.52, 0.41, 0.43, 0.40, 0.41, 0.30, 0.51, 0.48, 0.36, 0.37, 0.39, 0.34, -1.47, 1.49, -1.20, 0.05, 1.18, -1.06, -0.10, -0.22, -0.98, -0.56, -0.75, 0.38, -0.39, -0.59, -0.25, -0.85, -0.61, -0.71, 0.59, -0.51, 0.39, 0.39, 0.29, 0.56, 0.29, 0.07, -0.85, 0.39, 0.12, 0.30, 0.31, 0.38, 0.36, 0.41, 0.33, 0.38, 0.37, 0.38]
}